107
Properties=species:S:1:pos:R:3:forces:R:3:lowdin_charge:R:1 method="wB97M-V/def2-TZVPD" de_lowest_kcal_mol=12.9 orbital_gap_ev=7.2 total_charge=+2 lumo_energy_ev=-5.321 homo_energy_ev=-12.543 energy_ha=-2571.05527 spin_multiplicity=1
La 0.41636 0.14348 0.32945 -0.266 -1.106 -0.222 2.018
N 2.82316 -1.19014 0.68460 -0.019 0.029 0.103 -0.053
C 2.71829 -1.93052 1.94948 0.045 0.096 -0.101 -0.242
C 1.64595 -3.00477 1.89284 0.017 -0.018 0.003 -0.166
N 0.33242 -2.58158 1.31477 -0.009 0.106 -0.022 -0.186
C -0.80183 -2.78180 2.26644 -0.050 -0.023 -0.011 -0.183
C -1.32502 -1.55693 3.02150 0.035 -0.006 0.041 -0.213
N -1.43386 -0.34489 2.18309 -0.207 -0.021 0.014 -0.092
C 0.06268 -3.43931 0.12831 0.001 -0.010 -0.030 -0.211
C 0.98993 -3.20325 -1.04367 0.010 -0.020 -0.026 -0.216
N 0.83261 -1.83754 -1.58096 -0.122 0.072 0.039 -0.044
H 3.20670 -1.78679 -0.04138 -0.042 0.050 -0.024 0.069
H 3.49702 -0.43690 0.79819 -0.044 0.014 0.002 0.089
H 2.48563 -1.18698 2.70489 0.104 -0.079 -0.213 0.053
H 3.65943 -2.41102 2.23761 -0.012 0.029 0.003 0.137
H 1.49941 -3.38984 2.90254 0.003 -0.008 -0.036 0.116
H 2.02196 -3.84993 1.31147 -0.003 0.002 0.003 0.123
H -0.54311 -3.54458 3.00698 -0.019 -0.012 -0.012 0.134
H -1.63046 -3.19231 1.69061 0.046 0.030 0.046 0.068
H -0.70298 -1.30317 3.87201 0.023 -0.018 -0.019 0.089
H -2.29990 -1.83723 3.43083 0.018 -0.001 0.010 0.131
H -1.52409 0.46520 2.79494 0.074 -0.029 -0.086 0.093
H -2.31335 -0.37769 1.66991 -0.021 0.018 0.024 -0.002
H -0.95910 -3.25573 -0.20351 0.061 -0.025 0.011 0.055
H 0.11902 -4.49673 0.41592 -0.004 0.005 0.000 0.143
H 0.76572 -3.96068 -1.80004 0.024 0.011 0.005 0.133
H 2.03405 -3.35020 -0.76775 -0.004 -0.011 0.013 0.103
H -0.04598 -1.79505 -2.09021 0.025 -0.022 0.035 0.051
H 1.55772 -1.66385 -2.27009 -0.034 0.057 0.032 0.054
C 2.76879 0.01216 -3.82689 0.015 0.003 0.032 -0.051
C 3.60941 0.01683 -2.54614 -0.013 -0.016 -0.026 -0.373
C 5.09184 -0.12501 -2.89164 -0.013 -0.002 -0.013 -0.053
C 3.36471 1.24013 -1.70484 -0.058 -0.017 -0.015 -0.274
C 4.09400 2.42906 -1.72548 0.004 -0.018 0.022 0.019
C 3.53131 3.20765 -0.73855 0.001 -0.031 -0.032 -0.036
N 2.52330 2.52831 -0.17194 -0.003 0.153 -0.096 -0.040
N 2.39574 1.31257 -0.77590 0.276 0.198 0.045 -0.077
B 1.70311 3.11034 1.01534 -0.022 -0.018 0.005 -0.559
N 1.88618 2.38719 2.37572 0.062 0.088 -0.028 -0.046
C 2.33072 3.12533 3.40596 -0.016 -0.046 0.013 -0.055
C 2.38221 2.34240 4.51986 0.020 -0.008 -0.055 -0.008
C 1.95102 1.07520 4.10804 0.038 -0.013 0.066 -0.240
N 1.62191 1.09748 2.79298 0.042 0.074 -0.126 0.036
C 1.87933 -0.02258 5.16797 -0.086 0.018 -0.011 -0.333
C 3.13421 0.01409 6.05583 -0.045 0.004 -0.007 -0.060
C 1.66422 -1.47936 4.76728 -0.027 0.025 0.065 -0.091
N 0.21907 3.38298 0.67080 0.041 0.016 0.022 -0.048
C -0.25968 4.63429 0.69478 -0.027 0.025 -0.070 -0.047
C -1.60097 4.59693 0.41505 0.014 -0.009 -0.019 0.010
C -1.89709 3.24751 0.22658 0.019 -0.040 -0.063 -0.263
N -0.78833 2.49396 0.38838 -0.051 0.283 0.095 -0.020
C -3.28230 2.79320 -0.14948 -0.037 0.012 0.052 -0.350
C -3.48748 2.75424 -1.66720 0.043 -0.014 -0.005 -0.033
C -3.69959 1.48276 0.48903 0.001 -0.018 0.014 -0.069
H 3.00608 -0.86179 -4.43526 0.001 -0.016 -0.009 0.093
H 2.98718 0.90002 -4.42181 0.006 0.007 -0.018 0.097
H 1.69691 0.01219 -3.62203 -0.016 0.008 0.004 0.045
H 3.33021 -0.84905 -1.93864 -0.009 -0.004 0.015 0.091
H 5.40592 0.65959 -3.58095 0.010 0.012 0.005 0.088
H 5.27328 -1.08083 -3.38220 0.006 -0.003 -0.014 0.088
H 5.72173 -0.06826 -2.00446 0.006 -0.004 0.016 0.090
H 4.93203 2.67973 -2.35035 0.027 -0.002 -0.008 0.117
H 3.79329 4.19204 -0.39286 -0.006 0.031 0.023 0.133
H 2.17458 4.19271 1.17631 0.007 -0.004 0.001 0.115
H 2.58493 4.16100 3.27379 0.008 0.040 -0.023 0.128
H 2.69046 2.64330 5.50252 0.023 0.011 0.028 0.112
H 1.03442 0.27691 5.79731 -0.028 -0.038 -0.019 0.144
H 4.02692 -0.16022 5.45250 0.011 0.001 -0.003 0.096
H 3.07065 -0.77846 6.80120 0.000 -0.010 0.015 0.090
H 3.26192 0.95140 6.58838 -0.013 0.022 0.013 0.071
H 1.07555 -1.59338 3.86812 -0.072 0.038 0.131 0.013
H 1.15937 -2.00822 5.57560 0.001 -0.006 0.037 0.105
H 2.61937 -1.98205 4.60410 -0.017 0.006 0.020 0.089
H 0.38662 5.46556 0.91419 0.035 0.009 0.004 0.131
H -2.28675 5.42347 0.35689 -0.019 0.022 0.009 0.121
H -3.93727 3.57747 0.23890 0.017 -0.002 -0.009 0.142
H -3.03159 1.86042 -2.09571 -0.018 0.086 0.020 0.049
H -3.05049 3.62710 -2.15216 -0.014 0.019 -0.005 0.090
H -4.55154 2.73394 -1.90181 -0.028 -0.023 0.002 0.091
H -3.07113 0.68057 0.10788 0.010 -0.034 0.015 0.005
H -4.73053 1.23807 0.23183 -0.017 -0.003 -0.005 0.097
H -3.62681 1.52625 1.57683 -0.005 -0.004 0.020 0.088
N -3.50672 -1.09559 -2.98326 -0.002 0.004 -0.028 0.140
C -4.52190 -1.97523 -2.53239 -0.005 0.003 0.013 -0.230
C -5.55287 -2.32666 -3.38389 0.003 -0.009 0.003 -0.004
C -6.55313 -3.18247 -2.94136 0.006 0.001 0.019 -0.051
C -6.51290 -3.69195 -1.65472 0.022 0.012 0.000 -0.056
C -5.47012 -3.34425 -0.80402 0.004 0.008 -0.028 -0.083
C -4.48363 -2.48120 -1.24539 0.031 0.031 -0.010 -0.427
S -3.17224 -2.02723 -0.14774 -0.048 0.049 -0.006 1.025
N -2.09613 -1.08273 -1.08898 0.114 -0.089 -0.064 -0.276
C -2.39421 -0.74525 -2.29831 0.023 0.106 0.011 -0.374
C -1.47298 0.19415 -3.03128 -0.013 -0.067 0.028 -0.245
C -1.56636 0.39948 -4.40007 -0.007 -0.009 -0.007 0.009
C -0.85303 1.44348 -4.97674 0.004 0.007 0.034 -0.012
C -0.07880 2.24823 -4.16505 -0.020 -0.020 -0.002 -0.017
C 0.02267 1.91876 -2.82062 -0.015 0.002 0.000 -0.130
N -0.63176 0.89987 -2.26747 0.213 0.038 0.317 0.038
H -3.68566 -0.63376 -3.85802 0.008 0.019 0.021 0.132
H -5.57954 -1.93307 -4.39269 0.004 0.012 -0.019 0.123
H -7.35987 -3.44886 -3.60866 -0.016 -0.008 -0.009 0.118
H -7.28748 -4.35995 -1.30727 -0.014 -0.012 0.006 0.118
H -5.43243 -3.74019 0.20279 -0.007 -0.014 0.019 0.115
H -2.17371 -0.23588 -5.02944 -0.018 -0.003 0.006 0.122
H -0.92341 1.62812 -6.03977 0.001 -0.002 -0.015 0.127
H 0.46051 3.09804 -4.55761 0.009 0.012 0.000 0.126
H 0.65642 2.49763 -2.16050 0.009 0.012 -0.003 0.103